1.
Here is 5 unconnected molecules or ions with the total composition C12H21Cl8F3O2 at a distorted geometry from the Open Molecules 2025 dataset. Energies are from ωB97M-V with the def2-TZVPD basis set.

Values from the calculation:
- E_LUMO (eV) = 0.28
- SMILES string = CCOC(=O)C(F)(F)F.ClCCCl.ClCCCl.ClCCCl.ClCCCl

Geometry as ORCA input:
```
! RIJCOSX wB97M-V def2-TZVPD def2/J DEFGRID3
* xyz 0 1
C 1.099 6.059 0.599
C 0.669 6.582 -0.761
O 1.108 5.717 -1.820
C 0.325 4.712 -2.277
O -0.676 4.400 -1.672
C 0.918 3.990 -3.552
F 0.047 3.802 -4.505
F 1.984 4.704 -4.001
F 1.382 2.790 -3.102
H 2.020 5.475 0.581
H 0.227 5.494 0.926
H 1.264 6.853 1.327
H 0.893 7.642 -0.877
H -0.408 6.511 -0.915
Cl 3.377 -8.174 -0.427
C 2.153 -7.121 0.230
C 0.857 -7.932 0.308
Cl 0.249 -8.659 -1.309
H 2.050 -6.315 -0.496
H 2.475 -6.822 1.227
H 0.085 -7.364 0.827
H 1.022 -8.746 1.014
Cl -2.633 -3.027 -0.206
C -1.654 -1.753 0.582
C -1.892 -1.722 2.150
Cl -1.259 -3.171 3.055
H -1.998 -0.811 0.156
H -0.578 -1.825 0.424
H -2.960 -1.547 2.275
H -1.378 -0.866 2.588
Cl -4.228 0.200 -8.748
C -5.184 1.126 -7.605
C -5.299 0.315 -6.283
Cl -6.257 1.195 -5.033
H -6.172 1.385 -7.984
H -4.702 2.082 -7.398
H -4.322 0.156 -5.826
H -5.830 -0.632 -6.379
Cl 5.215 -2.236 8.678
C 3.926 -1.300 8.167
C 4.331 0.126 7.633
Cl 3.056 0.889 6.689
H 3.326 -1.152 9.065
H 3.415 -1.799 7.344
H 5.177 -0.029 6.964
H 4.779 0.795 8.367
*
```

2.
Here is a molecular structure, C12H21F5IrN4S5 at a distorted geometry from the Open Molecules 2025 dataset. Energies are from ωB97M-V with the def2-TZVPD basis set.

Values from the calculation:
- E_LUMO (eV) = -3.08

Geometry as ORCA input:
```
! RIJCOSX wB97M-V def2-TZVPD def2/J DEFGRID3
* xyz 1 1
Ir -0.143 0.022 0.288
N 1.452 -1.571 0.368
C 0.868 -2.849 -0.040
C -0.314 -3.086 0.873
N -1.178 -1.872 0.997
C -1.481 -1.591 2.419
C -0.233 -1.030 3.087
N 0.199 0.203 2.373
C -2.365 -2.008 0.127
C -1.890 -1.905 -1.315
N -1.176 -0.607 -1.467
H 1.841 -1.643 1.304
H 2.219 -1.305 -0.245
H 0.567 -2.741 -1.077
H 1.560 -3.693 0.012
H -0.900 -3.936 0.518
H 0.049 -3.350 1.866
H -2.280 -0.852 2.456
H -1.831 -2.483 2.948
H -0.449 -0.817 4.134
H 0.588 -1.745 3.068
H -0.397 0.973 2.667
H 1.145 0.473 2.634
H -2.908 -2.942 0.305
H -3.039 -1.187 0.341
H -1.224 -2.716 -1.588
H -2.748 -1.960 -1.985
H -0.583 -0.582 -2.296
H -1.867 0.124 -1.601
C 3.499 0.966 -3.718
S 2.306 2.305 -3.951
C 2.227 3.128 -2.391
C 1.918 2.674 -1.162
S 1.678 0.968 -0.786
S 1.884 3.887 0.101
C 2.202 5.278 -0.879
S 2.257 6.798 -0.305
S 2.486 4.851 -2.535
H 3.595 0.513 -4.704
H 3.142 0.228 -3.009
H 4.465 1.360 -3.411
F -1.921 1.895 -0.987
C -1.327 1.675 0.255
F -0.611 2.802 0.510
C -2.540 1.819 1.212
F -3.362 0.750 1.132
F -2.118 1.885 2.498
F -3.259 2.895 0.960
*
```

3.
Here is 2 unconnected molecules or ions with the total composition C12H21FN6O4 at a distorted geometry from the Open Molecules 2025 dataset. Energies are from ωB97M-V with the def2-TZVPD basis set.

Values from the calculation:
- E_LUMO (eV) = 0.55
- SMILES string = NC[C@@H](N)Cn1cc(F)c(=O)[nH]c1=O.CNC(=O)CNC(C)=O

Geometry as ORCA input:
```
! RIJCOSX wB97M-V def2-TZVPD def2/J DEFGRID3
* xyz 0 1
O 2.632 0.675 -0.562
O 1.203 -0.831 3.290
O -1.124 -1.263 -0.634
O 1.895 -2.749 -3.403
F 0.278 2.201 -1.034
C 1.758 0.735 0.289
C 0.961 -0.112 2.338
C -0.919 -1.191 -1.837
C 1.575 -1.844 -4.168
C 0.505 1.470 0.085
C -0.465 1.365 1.057
N 1.974 0.041 1.442
N 1.964 -1.826 -5.448
N 0.269 -0.810 -2.297
N -2.158 3.287 4.309
N -0.242 0.580 2.203
N -1.967 0.782 5.558
C -2.036 -1.505 -2.812
C 2.803 -2.860 -6.051
C 0.712 -0.670 -3.689
C -0.832 2.653 4.407
C -1.301 0.448 3.210
C -0.942 1.120 4.552
H -1.408 1.887 0.915
H 2.731 -0.626 1.470
H 1.677 -1.051 -6.025
H 0.985 -0.687 -1.597
H -2.684 3.105 5.165
H -2.066 4.292 4.158
H -2.887 1.085 5.238
H -1.963 -0.218 5.762
H -2.916 -1.816 -2.251
H -2.270 -0.614 -3.389
H -1.721 -2.313 -3.470
H 3.787 -2.858 -5.578
H 2.917 -2.684 -7.122
H 2.349 -3.841 -5.893
H -0.139 -0.565 -4.360
H 1.310 0.238 -3.768
H -0.316 3.050 5.287
H -0.227 2.910 3.532
H -2.234 0.882 2.836
H -1.493 -0.617 3.383
H 0.025 0.743 4.900
*
```

4.
Here is a molecular structure, C12H21I2IrN2O at a distorted geometry from the Open Molecules 2025 dataset. Energies are from ωB97M-V with the def2-TZVPD basis set.

Values from the calculation:
- E_LUMO (spin up / spin down) (eV) = 4.64 / 4.53
- ⟨S²⟩ = 6.01

Geometry as ORCA input:
```
! RIJCOSX wB97M-V def2-TZVPD def2/J DEFGRID3
* xyz -2 5
C 0.519 -2.889 -2.353
I 3.391 -0.750 -0.215
H 1.584 -2.602 -2.478
H -0.035 -2.802 -3.284
H 0.475 -3.968 -2.080
C -1.454 2.589 -2.387
C -0.093 0.950 -1.578
N -1.336 1.556 -1.473
H 0.002 3.285 -3.890
I 2.034 1.639 1.310
N 0.510 1.640 -2.590
H -2.324 3.210 -2.466
Ir 0.891 -0.397 -0.419
C -0.005 -2.013 -1.290
O -1.087 -2.250 -0.718
C -0.313 2.630 -3.082
C 1.850 1.435 -3.080
H 2.532 2.193 -2.674
H 1.836 1.531 -4.171
H 2.202 0.443 -2.792
C -2.406 1.251 -0.571
H -3.358 1.335 -1.102
H -2.451 1.975 0.254
H -2.317 0.238 -0.167
C 0.991 -1.771 2.650
C 0.068 -0.568 2.641
C -1.379 -1.039 2.658
C 0.346 0.234 3.909
C 0.229 0.274 1.363
H 0.726 -2.407 3.506
H 2.035 -1.469 2.745
H 0.861 -2.351 1.736
H -1.561 -1.695 3.520
H -2.067 -0.189 2.742
H -1.611 -1.594 1.744
H 1.369 0.614 3.924
H -0.337 1.077 4.029
H 0.216 -0.412 4.790
H -0.536 1.068 1.342
*
```

5.
Here is 3 unconnected molecules or ions with the total composition C12H21IN2O6PS2 at a distorted geometry from the Open Molecules 2025 dataset. Energies are from ωB97M-V with the def2-TZVPD basis set.

Values from the calculation:
- E_LUMO (eV) = -4.63

Geometry as ORCA input:
```
! RIJCOSX wB97M-V def2-TZVPD def2/J DEFGRID3
* xyz 1 1
O -2.544 0.613 -2.018
P -1.178 0.162 -2.675
O -1.657 0.130 -4.234
C -0.177 1.807 -2.740
N -0.878 2.916 -2.701
N -0.160 4.035 -2.733
C 1.151 4.103 -2.802
C 1.910 2.958 -2.814
C 1.235 1.778 -2.785
I 2.283 -0.001 -2.827
H -2.431 0.759 -1.066
H -0.942 0.495 -4.763
H -0.696 4.892 -2.702
H 1.607 5.072 -2.850
H 2.980 3.006 -2.845
C 0.172 -4.572 -1.174
C 0.386 -5.377 0.115
C 0.980 -4.422 1.159
S 0.387 -2.781 0.727
O 1.511 -1.961 0.345
O -0.547 -2.319 1.726
C -0.501 -3.270 -0.747
H -0.437 -5.115 -1.895
H 1.136 -4.358 -1.641
H -0.573 -5.759 0.469
H 1.038 -6.233 -0.046
H 0.655 -4.656 2.169
H 2.067 -4.399 1.116
H -0.433 -2.475 -1.486
H -1.540 -3.433 -0.465
C -0.001 1.505 4.013
C -0.736 2.806 3.656
C -0.435 3.109 2.182
S -0.129 1.516 1.404
O 1.234 1.468 0.951
O -1.204 1.221 0.482
C -0.298 0.528 2.878
H -0.327 1.107 4.970
H 1.073 1.691 4.073
H -1.809 2.667 3.791
H -0.430 3.633 4.293
H -1.268 3.594 1.680
H 0.467 3.707 2.067
H 0.386 -0.313 2.823
H -1.325 0.168 2.917
*
```

6.
Here is a molecular structure, C12H21N2 at a distorted geometry from the Open Molecules 2025 dataset. Energies are from ωB97M-V with the def2-TZVPD basis set.

Values from the calculation:
- E_LUMO (eV) = -5.57

Geometry as ORCA input:
```
! RIJCOSX wB97M-V def2-TZVPD def2/J DEFGRID3
* xyz 1 1
C 0.779 0.901 -2.315
C 0.920 0.238 -0.950
C 1.855 -0.960 -0.957
C 1.120 1.184 0.177
C 1.711 0.764 1.391
C 1.765 1.625 2.489
C 1.264 2.927 2.391
C 0.706 3.367 1.184
C 0.638 2.507 0.087
H -0.217 1.351 -2.430
H 1.519 1.705 -2.461
H 0.923 0.176 -3.125
H 1.673 -1.606 -0.088
H 1.700 -1.560 -1.864
H 2.908 -0.639 -0.930
H 2.121 -0.246 1.473
H 2.191 1.262 3.426
H 1.319 3.601 3.246
H 0.304 4.376 1.092
H 0.201 2.855 -0.853
C -1.256 -1.791 -1.923
N -1.227 -0.928 -0.745
N -1.514 -1.535 0.433
C -1.666 -0.631 1.566
C -2.449 -2.637 0.374
H -2.200 -1.629 -2.466
H -0.428 -1.495 -2.574
H -1.172 -2.866 -1.714
H -0.334 -0.289 -0.675
H -1.884 -1.256 2.439
H -0.741 -0.063 1.739
H -2.494 0.088 1.426
H -2.701 -2.885 1.409
H -3.367 -2.405 -0.187
H -1.969 -3.508 -0.084
*
```

7.
Here is a gas-phase ion, C12H21S (charge +1) at a distorted geometry from the Open Molecules 2025 dataset. Energies are from ωB97M-V with the def2-TZVPD basis set.

Values from the calculation:
- E_LUMO (spin up / spin down) (eV) = -4.76 / -4.20

Geometry as ORCA input:
```
! RIJCOSX wB97M-V def2-TZVPD def2/J DEFGRID3
* xyz 1 1
C -2.954 0.104 1.027
C -1.920 -0.847 -0.996
C -1.872 0.678 1.523
C -0.626 -0.600 -0.914
C -2.997 -0.648 -0.163
C -4.254 -1.080 -0.770
C 2.966 -1.136 1.246
C 2.350 -1.822 -0.994
C 1.795 2.305 0.854
C -0.355 2.267 -0.582
C 1.789 -1.382 0.320
C 0.972 1.561 -0.178
S 0.395 -0.177 0.515
H -3.917 0.146 1.428
H -2.349 -1.037 -2.025
H -1.427 1.255 2.361
H -0.035 -0.597 -1.825
H -4.393 -2.146 -0.727
H -4.372 -0.876 -1.785
H -5.060 -0.649 -0.106
H 3.851 -0.656 0.794
H 3.361 -2.078 1.502
H 2.485 -0.739 2.188
H 1.579 -2.431 -1.466
H 3.078 -2.548 -0.746
H 2.677 -1.074 -1.637
H 2.784 1.791 1.129
H 1.265 2.514 1.693
H 2.025 3.283 0.450
H -0.486 1.977 -1.579
H -0.174 3.314 -0.540
H -1.051 1.740 0.043
H 1.194 -2.120 0.821
H 1.522 1.195 -0.972
*
```

8.
Here is 5 unconnected molecules or ions with the total composition C12H22Br8N2PS at a distorted geometry from the Open Molecules 2025 dataset. Energies are from ωB97M-V with the def2-TZVPD basis set.

Values from the calculation:
- E_LUMO (eV) = -5.24

Geometry as ORCA input:
```
! RIJCOSX wB97M-V def2-TZVPD def2/J DEFGRID3
* xyz 1 1
S 0.787 -1.127 -8.274
P 0.818 -2.661 -7.099
C 1.350 -2.239 -5.331
C 1.579 -3.359 -4.451
C 1.940 -2.930 -3.083
C 1.982 -1.469 -2.956
N 1.777 -0.519 -3.860
N 1.444 -0.937 -5.062
H 1.643 -3.721 -7.604
H -0.510 -3.175 -6.943
H 1.489 -4.427 -4.734
H 2.118 -3.653 -2.266
H 2.234 -1.088 -1.913
H 1.248 -0.217 -5.779
Br 3.311 0.930 1.549
C 1.376 1.106 1.673
C 0.696 -0.124 1.139
Br 0.729 -0.156 -0.812
H 1.104 2.019 1.146
H 1.164 1.230 2.735
H -0.359 -0.129 1.408
H 1.157 -1.050 1.476
Br 3.668 -3.662 2.898
C 5.487 -3.598 2.202
C 5.738 -2.322 1.442
Br 4.913 -2.375 -0.322
H 5.628 -4.491 1.599
H 6.130 -3.652 3.080
H 6.803 -2.190 1.255
H 5.350 -1.439 1.947
Br -2.316 1.480 2.693
C -2.877 3.254 2.117
C -2.332 3.593 0.754
Br -0.445 4.076 0.841
H -2.564 3.951 2.891
H -3.966 3.210 2.091
H -2.832 4.474 0.353
H -2.417 2.776 0.041
Br -8.439 2.375 5.255
C -6.610 2.450 4.594
C -6.359 3.720 3.821
Br -7.148 3.634 2.040
H -6.448 1.551 4.005
H -5.984 2.416 5.485
H -5.291 3.859 3.654
H -6.765 4.605 4.305
*
```

9.
Here is 5 unconnected molecules or ions with the total composition C12H22Br8O2 at a distorted geometry from the Open Molecules 2025 dataset. Energies are from ωB97M-V with the def2-TZVPD basis set.

Values from the calculation:
- E_LUMO (eV) = 0.34
- SMILES string = O=C1CCCO1.BrCCBr.BrCCBr.BrCCBr.BrCCBr

Geometry as ORCA input:
```
! RIJCOSX wB97M-V def2-TZVPD def2/J DEFGRID3
* xyz 0 1
O 8.391 9.692 7.249
C 9.621 9.704 7.184
O 10.386 8.625 7.301
C 11.852 8.985 7.273
C 11.830 10.223 6.455
C 10.549 10.911 6.867
H 12.368 8.038 6.870
H 12.209 9.241 8.330
H 11.758 10.025 5.377
H 12.779 10.825 6.558
H 9.992 11.452 6.112
H 10.619 11.426 7.825
Br 12.039 17.903 11.008
C 12.608 19.492 10.006
C 13.414 20.450 10.848
Br 13.855 22.086 9.822
H 11.808 20.143 9.627
H 13.126 19.189 9.105
H 14.376 20.111 11.206
H 12.812 20.815 11.692
Br 6.450 12.464 5.467
C 6.732 12.513 7.406
C 5.765 11.478 7.939
Br 5.527 11.932 9.819
H 6.463 13.540 7.585
H 7.810 12.173 7.597
H 6.236 10.537 7.894
H 4.803 11.539 7.457
Br 8.665 11.695 14.548
C 8.227 10.373 13.171
C 9.398 10.586 12.182
Br 9.110 9.944 10.474
H 7.311 10.627 12.617
H 8.208 9.339 13.485
H 10.368 10.277 12.511
H 9.545 11.607 12.036
Br 9.614 15.014 7.855
C 8.018 15.724 8.689
C 8.194 16.301 10.008
Br 8.897 14.882 11.253
H 7.296 14.940 8.725
H 7.666 16.526 8.025
H 7.290 16.508 10.560
H 8.973 17.064 10.124
*
```

10.
Here is 2 unconnected molecules or ions with the total composition C12H22BrNO3 at a distorted geometry from the Open Molecules 2025 dataset. Energies are from ωB97M-V with the def2-TZVPD basis set.

Values from the calculation:
- E_LUMO (spin up / spin down) (eV) = 2.33 / 2.33
- ⟨S²⟩ = 0.75

Geometry as ORCA input:
```
! RIJCOSX wB97M-V def2-TZVPD def2/J DEFGRID3
* xyz -1 2
C -2.248 -2.294 1.503
C -1.114 -1.299 1.260
C -0.085 -1.418 2.424
C -1.697 0.110 1.221
C -0.622 1.158 0.966
C -1.266 2.553 0.847
C -0.258 3.653 0.998
O 0.143 4.388 0.158
Br 0.409 3.844 2.849
C 0.261 0.794 -0.252
C -0.108 -0.508 -0.987
C 1.122 -0.938 -1.826
C -1.345 -0.265 -1.895
N -0.426 -1.604 -0.026
O -0.703 -2.729 -0.559
H -3.042 -2.199 0.761
H -1.875 -3.318 1.505
H -2.668 -2.084 2.493
H -0.243 -2.350 2.969
H 0.930 -1.430 2.027
H -0.181 -0.586 3.125
H -2.480 0.175 0.457
H -2.183 0.312 2.183
H 0.023 1.175 1.848
H -1.720 2.698 -0.135
H -2.014 2.668 1.637
H 1.307 0.755 0.062
H 0.222 1.584 -1.008
H 1.447 -1.940 -1.536
H 1.970 -0.255 -1.695
H 0.917 -0.945 -2.894
H -1.035 -0.125 -2.928
H -1.878 0.645 -1.593
H -2.056 -1.090 -1.825
C 4.480 0.186 -2.433
O 3.367 0.840 -2.798
H 5.421 0.478 -2.982
H 4.780 0.298 -1.348
H 4.452 -0.938 -2.569
*
```

11.
Here is a molecular structure, C12H22CuF2N5O4S2 at a distorted geometry from the Open Molecules 2025 dataset. Energies are from ωB97M-V with the def2-TZVPD basis set.

Values from the calculation:
- E_LUMO (eV) = -8.07

Geometry as ORCA input:
```
! RIJCOSX wB97M-V def2-TZVPD def2/J DEFGRID3
* xyz 2 1
Cu 0.019 1.095 -1.789
C 7.871 -2.533 0.981
C 6.501 -2.869 0.359
N 5.622 -1.713 0.276
C 5.924 -0.472 -0.283
C 4.798 0.250 -0.166
N 3.840 -0.459 0.505
C 4.348 -1.694 0.707
C 2.475 -0.027 0.843
H 7.794 -2.012 1.932
H 8.411 -1.893 0.281
H 8.422 -3.470 1.015
H 5.971 -3.631 0.927
H 6.643 -3.226 -0.662
H 6.833 -0.322 -0.839
H 4.528 1.254 -0.454
H 3.895 -2.467 1.306
H 2.520 0.656 1.688
H 1.982 -0.960 1.102
H 2.025 0.495 -0.006
C -3.190 -2.144 -1.531
C -3.082 -0.973 -0.579
N -4.083 0.058 -0.725
C -4.124 0.870 -1.851
C -5.116 1.762 -1.617
N -5.775 1.391 -0.485
C -5.120 0.343 0.060
C -6.910 2.109 0.126
H -4.165 -2.617 -1.441
H -2.393 -2.873 -1.382
H -2.976 -1.786 -2.542
H -2.092 -0.505 -0.586
H -3.028 -1.372 0.437
H -3.359 0.799 -2.602
H -5.381 2.659 -2.152
H -5.279 -0.084 1.037
H -7.836 1.831 -0.377
H -6.784 3.157 -0.134
H -6.946 1.854 1.179
N -1.202 1.555 0.018
S -0.985 1.341 1.554
O -2.194 1.058 2.275
O 0.119 2.002 2.186
F -0.418 -0.179 1.342
S -1.878 3.098 0.219
O -1.004 4.150 0.653
O -3.265 3.148 0.564
F -1.958 3.343 -1.371
*
```

Number 1: electronic energy -4601.419119 hartree. Number 2: electronic energy -3283.308571 hartree. Number 3: electronic energy -1199.281815 hartree. Number 4: electronic energy -1354.140726 hartree. Number 5: electronic energy -2465.984509 hartree. Number 6: electronic energy -578.984186 hartree. Number 7: electronic energy -867.535898 hartree. Number 8: electronic energy -21911.288455 hartree. Number 9: electronic energy -21213.008111 hartree. Number 10: electronic energy -3324.847874 hartree. Number 11: electronic energy -3681.149169 hartree.